Below is a cluster of 5 separate species, C3H17NO4 in total, with properties calculated with ωB97M-V/def2-TZVPD.

Atoms and positions in Å:
C1 -2.842677 0.025540 -1.682531
C2 -1.921925 0.039666 2.002729
O1 2.572173 0.528069 -2.159350
H1 -0.863392 -0.170143 1.995772
H2 -2.208331 -0.681162 2.779105
H3 4.179959 0.871587 0.690769
H4 2.162625 -1.518514 2.078446
O2 3.259018 0.939491 0.418940
N1 -2.045815 0.228510 -0.442699
H5 -3.134264 -1.106933 0.626768
H6 -2.552371 0.784139 -2.400299
H7 3.284616 0.907013 -0.556804
H8 2.337597 -0.219377 1.307576
H9 1.877971 -0.016894 -1.738669
H10 2.879248 0.007897 -2.905958
H11 0.911272 -0.801426 0.246327
H12 -3.897067 0.017650 -1.437042
H13 -0.221521 -0.529861 -0.631396
H14 -3.638233 0.588936 0.834238
H15 -2.514021 -0.955992 -2.079898
O3 0.680924 -0.921502 -0.703366
O4 1.718010 -0.674837 1.937584
C3 -2.783336 -0.079276 0.774968
H16 -1.639210 1.133513 -0.554482
H17 -2.039982 1.028821 2.463857

Atomic forces in eV per Å
C 1.4 -1.1 0.8
C -0.3 0.1 1.9
O 0.1 0.0 -0.1
H 0.5 0.1 -1.1
H -0.6 0.2 -0.1
H 0.0 0.1 0.1
H -0.2 -0.1 0.2
O 0.4 0.0 0.0
N 0.1 -0.5 -1.4
H -0.1 0.2 0.2
H -0.4 0.1 -0.2
H -0.2 -0.1 -0.1
H -0.3 0.3 0.6
H -0.3 -0.1 0.2
H 0.1 0.0 0.0
H 0.4 -0.5 -0.4
H -0.4 0.1 -0.4
H -0.1 -0.3 -0.6
H -0.5 -0.1 0.3
H -0.7 0.4 -0.1
O -0.5 0.6 0.9
O 0.6 -0.1 -0.5
C 0.9 -0.1 -0.8
H 0.0 0.8 1.0
H 0.1 -0.1 -0.1

Properties
F_max   1.98 eV/A
SMILES string   CCNC.O.O.O.O
Energy above the lowest of the compared OMol25 structures with the same formula, charge and spin   0.0328 eV
Total energy   -13067.0670 eV
HOMO-LUMO gap   9.869 eV

Results of the Löwdin charge analysis, in e, for atoms 1 through 5: atom 1 (C): -0.1013, atom 2 (C): -0.0900, atom 3 (O): -0.0718, atom 4 (H): 0.0455, atom 5 (H): 0.0746


Below is a structure of composition C3H19O7V, with properties calculated with ωB97M-V/def2-TZVPD.

Atoms and positions in Å:
H1 12.762493 -0.343895 -22.889993
H2 7.185382 1.763538 -20.618116
O1 10.544803 1.564273 -20.045054
O2 9.167613 -1.260860 -20.564649
H3 7.297807 1.668702 -24.067063
C1 11.215975 1.338287 -24.368402
C2 11.075452 1.154096 -22.967424
H4 12.324373 1.212473 -24.676466
H5 10.739464 2.224952 -24.699019
H6 11.400769 2.026351 -22.500536
H7 8.378987 -1.694881 -20.136716
H8 10.262111 1.437117 -20.971458
H9 6.375042 0.471939 -24.262768
H10 11.856912 -0.397500 -21.474305
H11 8.364174 -2.421311 -24.314008
H12 6.421113 1.034117 -21.623318
O3 7.189947 0.940431 -21.051801
O4 7.229351 0.741891 -23.865297
O5 9.084226 -2.006859 -23.782714
H13 9.557449 -2.782066 -23.435749
H14 5.533197 -1.610944 -21.932781
O6 9.709124 1.098484 -22.519579
H15 9.981831 -1.319443 -20.032604
H16 6.716480 -2.599636 -21.706095
H17 10.698502 0.494909 -24.842234
H18 11.302488 -1.089329 -22.893740
C3 11.735317 -0.191116 -22.569599
O7 6.474408 -1.698546 -22.013705
H19 11.380328 2.069183 -20.088290
V1 8.332649 -0.421009 -22.320375

Atomic forces in eV per Å
H 0.3 0.6 -0.4
H 0.9 1.7 1.2
O 0.8 0.4 0.7
O -1.4 -1.1 0.3
H 0.7 0.8 0.0
C 1.6 -1.6 -3.3
C -1.8 -3.0 2.4
H -1.8 0.7 0.3
H 0.0 1.1 -0.5
H 1.6 1.2 1.3
H 1.8 0.7 0.1
H -0.4 0.0 -0.3
H 0.7 0.1 0.2
H -0.4 0.8 -0.5
H 0.7 0.6 0.3
H -0.2 -0.1 -0.1
O -0.9 -1.6 -0.9
O -1.5 -1.3 -0.3
O -1.0 -0.8 -0.1
H 0.2 0.4 0.0
H -0.8 0.1 0.2
O -0.6 -0.9 -0.5
H -0.6 0.2 -0.1
H -0.6 0.7 -0.4
H 0.0 0.1 -0.3
H -1.5 -0.9 -1.1
C 2.0 0.8 2.3
O 1.5 -1.1 0.1
H -0.7 -0.4 0.1
V 1.4 1.9 -0.7

Properties
2S+1   4
⟨S²⟩   3.7546
F_max   4.25 eV/A
Energy above the lowest of the compared OMol25 structures with the same formula, charge and spin   0.0819 eV
Total energy   -43434.1599 eV
Charge   +1
HOMO-LUMO gap (alpha / beta)   6.935 / 7.758 eV

Results of the Löwdin charge analysis, in e, for atoms 1 through 5: atom 1 (H): 0.0785, atom 2 (H): 0.0791, atom 3 (O): -0.0944, atom 4 (O): -0.0757, atom 5 (H): 0.0872